[1]
101
Properties=species:S:1:pos:R:3:lowdin_charge:R:1 method="wB97M-V/def2-TZVPD" e_tot_ev=-81382.177 multiplicity=1 max_force_ev_per_a=1.14 smiles="C=CCc1c(COCC)cc(Cl)c2c1C(=O)c1ccccc1C2=O.O=C1CCCO1.O=C1CCCO1.O=C1CCCO1.O=C1CCCO1.O=C1CCCO1"
C 4.831 -1.234 -1.864 -0.28
C 6.061 -0.341 -1.901 -0.07
C -2.467 4.605 1.955 -0.15
C 7.497 4.124 -1.589 -0.07
C 3.865 1.338 1.651 -0.47
C -0.878 -1.205 2.235 0.01
Cl -0.024 -1.979 -4.307 0.73
H 2.579 -2.794 -3.948 0.12
C -5.626 -1.781 3.010 -0.49
O 0.239 -3.868 1.592 0.13
C 3.023 -3.748 0.665 -0.13
C 2.131 -2.832 -2.965 -0.05
O -7.989 -2.692 -2.225 0.03
C -1.448 3.430 0.271 -0.47
H 5.109 -1.412 2.024 0.05
H 5.744 0.691 -1.749 0.06
H -9.644 -0.269 -2.145 0.13
C 2.925 1.052 3.715 -0.15
H 8.518 4.488 -1.513 0.13
H -10.937 -1.498 -2.151 0.13
C 4.318 -3.595 -2.128 -0.15
H -2.870 0.083 -0.856 0.13
H 4.686 3.285 2.054 0.12
H 6.579 -0.403 -2.856 0.07
H 4.616 2.291 4.210 0.12
H -7.334 -1.325 -3.623 0.13
H -0.773 5.397 -0.204 0.13
H 1.840 1.151 3.641 0.12
C 5.280 4.835 -2.022 -0.15
C 4.329 -3.047 0.918 -0.15
H -7.720 -2.931 -4.261 0.13
H 4.742 3.922 -2.287 0.13
O 7.115 4.229 0.814 0.12
C 0.198 -2.497 -1.611 -0.08
H -0.315 -1.589 3.074 0.12
H 3.164 0.427 4.573 0.13
H 0.482 4.353 0.519 0.12
O -2.511 3.429 1.125 0.00
H 7.020 5.916 -2.687 0.12
H 3.895 -2.466 2.907 0.07
C -8.034 -2.160 -3.562 -0.15
H -1.864 0.351 3.308 0.11
H 4.344 -1.054 -0.908 0.09
O -6.937 -2.084 3.120 0.03
C -1.229 -2.071 -1.399 -0.31
C -0.567 4.634 0.548 -0.07
H -2.816 4.346 2.952 0.13
C -9.478 -1.725 -3.767 -0.15
C -7.380 -2.828 1.960 -0.15
H -0.449 4.513 2.695 0.11
H 6.724 -0.575 -1.071 0.08
C -0.740 -1.806 0.998 -0.09
C 3.631 2.401 3.755 -0.15
H -6.669 -1.555 0.383 0.11
C 0.170 -2.969 0.794 -0.28
H 3.086 3.157 4.317 0.11
C 6.676 4.882 -2.629 -0.15
H 4.585 -4.383 -1.420 0.12
H 6.722 4.458 -3.630 0.12
C 3.785 2.715 2.269 -0.06
H -6.294 -3.253 0.107 0.12
C 4.439 -2.260 1.992 0.01
H -8.387 -2.533 1.713 0.09
C 2.288 -3.296 -0.583 -0.07
H -9.587 -0.939 -4.512 0.12
H 4.192 -0.929 -2.697 0.12
O -5.009 -1.235 3.882 0.10
H 5.204 -3.174 0.297 0.10
H 2.911 3.227 1.863 0.12
O -9.134 -2.429 -0.323 0.11
C -1.459 -1.361 -0.113 -0.08
C 0.797 -2.461 -2.863 -0.56
C 2.873 -3.232 -1.860 -0.14
O 4.240 1.061 0.549 0.12
C -1.746 -0.120 2.342 -0.04
H -4.451 -1.513 1.228 0.10
C -9.009 -2.196 -1.491 -0.47
H -4.544 -3.193 1.829 0.14
H -0.900 6.124 2.141 0.12
C -2.322 -0.284 -0.001 -0.01
O 5.299 -2.566 -1.993 -0.15
H -3.089 1.187 1.397 0.10
H 7.496 3.048 -1.770 0.13
O -1.284 2.605 -0.576 0.13
H 4.438 -4.020 -3.125 0.13
H 2.419 -3.550 1.539 0.09
O 5.488 4.841 -0.599 0.02
C -2.456 0.332 1.232 -0.08
C 6.735 4.398 -0.308 -0.49
O 3.405 0.408 2.520 0.00
C -9.887 -1.312 -2.355 -0.07
H 3.104 -4.840 0.606 0.13
H 4.672 5.694 -2.296 0.12
C -5.096 -2.264 1.675 -0.07
C 0.934 -2.933 -0.495 -0.01
H -10.079 -2.578 -4.088 0.12
C -1.017 5.061 1.941 -0.15
O -2.107 -2.283 -2.188 0.11
C -6.376 -2.485 0.872 -0.16
H -3.138 5.353 1.528 0.13
H -7.373 -3.892 2.212 0.13



[2]
67
Properties=species:S:1:pos:R:3:nbo_charge:R:1 method="wB97M-V/def2-TZVPD" charge=+1 de_lowest_kcal_mol=11.5 multiplicity=1 max_force_ev_per_a=0.60
O 2.371 0.174 -1.080 -0.82
C -0.031 0.667 -2.801 -0.66
O 6.471 -0.059 -1.155 -0.74
F -3.106 -0.765 5.881 -0.30
H -1.279 4.303 1.825 0.25
H 5.036 -1.257 1.609 0.23
Se 1.857 -2.775 -0.177 -0.19
O -4.365 -1.891 2.521 -0.90
O -0.529 -1.844 1.364 -0.97
C 4.418 -1.109 -0.434 -0.14
C -0.461 3.924 1.230 -0.22
F -0.252 -3.574 3.728 -0.27
C 4.623 -0.487 0.960 -0.53
C 3.736 -0.208 -1.443 -0.06
C 0.400 4.782 0.566 -0.15
H 6.388 -1.983 -0.362 0.19
O -2.926 -3.146 4.111 -0.89
H -2.972 -3.884 -1.821 0.24
S -0.752 -1.218 2.692 2.24
H -1.227 -4.060 -1.619 0.23
H 7.391 -0.190 -1.406 0.49
C 0.171 -2.337 3.874 0.78
C 1.586 2.850 -0.194 0.03
C -0.978 -1.451 -1.821 -0.18
H 0.333 1.639 -2.459 0.22
H -4.150 0.259 1.385 0.25
F 1.460 -2.270 3.578 -0.27
H 4.297 0.717 -1.562 0.23
Br 2.672 5.295 -1.081 0.14
C -2.749 0.020 -0.236 0.03
C -0.266 2.560 1.130 0.06
C -0.847 -0.059 -1.758 -0.10
O 0.055 0.032 2.623 -0.97
N -2.150 -0.938 3.136 -1.20
N 0.737 2.019 0.420 -0.56
H 5.741 -1.808 -2.002 0.17
C -1.709 0.652 -0.916 -0.25
H 0.788 0.055 -3.199 0.21
H 2.431 2.414 -0.705 0.23
C 3.812 -2.523 -0.351 -0.53
Se 3.112 0.264 2.001 -0.13
H -0.662 0.857 -3.671 0.26
C -2.121 -3.603 -1.198 -0.64
C -4.029 -0.889 4.939 0.74
H 4.231 -3.028 0.517 0.23
F -0.043 -1.903 5.102 -0.28
H -2.289 -4.023 -0.206 0.24
H 1.902 0.432 -1.889 0.54
F -4.364 0.315 4.489 -0.30
H -0.931 1.876 1.638 0.23
C 1.439 4.223 -0.159 -0.12
H 5.349 0.319 0.891 0.25
H 0.277 5.855 0.619 0.25
F -5.097 -1.497 5.429 -0.29
H -1.648 1.734 -0.887 0.22
S -3.383 -1.920 3.554 2.25
H 3.671 -0.729 -2.401 0.20
C -1.989 -2.110 -1.126 0.02
Hf 1.059 -0.391 0.586 1.72
H -3.294 1.747 0.935 0.21
C 5.832 -1.315 -1.028 -0.05
H 4.099 -3.097 -1.233 0.23
H -3.682 -1.860 0.162 0.24
C -3.741 0.828 0.553 -0.65
H -0.317 -2.020 -2.463 0.23
H -4.575 1.117 -0.090 0.24
C -2.880 -1.358 -0.367 -0.19



[3]
16
Properties=species:S:1:pos:R:3:nbo_charge:R:1 method="wB97M-V/def2-TZVPD" de_lowest_kcal_mol=91.9 multiplicity=1 max_force_ev_per_a=2.69 smiles="CC1=C[C@]2(C)N[C@H]12"
H -2.596 -1.030 -1.099 0.22
C 0.931 -0.120 0.608 0.05
H 1.636 0.315 2.572 0.22
H -0.245 0.938 -2.389 0.37
C -2.104 -0.087 -0.835 -0.63
H 2.464 -1.020 1.821 0.23
H -2.408 0.666 -1.567 0.21
C 0.050 -1.086 0.283 -0.24
C 0.483 0.893 -0.430 -0.19
H -0.134 -2.083 0.671 0.21
H 2.817 0.669 1.296 0.23
C 2.041 -0.032 1.614 -0.65
H -0.070 1.772 -0.106 0.19
C -0.628 -0.290 -0.814 0.14
H -2.472 0.215 0.150 0.22
N 0.235 0.282 -1.775 -0.57



[4]
112
Properties=species:S:1:pos:R:3:lowdin_charge:R:1 method="wB97M-V/def2-TZVPD" charge=-1 e_tot_ev=-227435.119 multiplicity=1 max_force_ev_per_a=6.43
H 5.968 1.644 -4.426 0.08
C 0.253 3.223 4.775 -0.09
C 1.450 2.226 -7.100 -0.09
H -0.833 -3.286 -0.796 0.07
O -2.974 -0.202 1.390 -0.43
C 0.123 3.576 -8.678 -0.09
H -1.293 3.678 -5.616 0.11
C -0.662 3.995 -7.603 -0.11
C 0.623 2.665 -6.061 -0.38
H -0.682 3.759 4.795 0.10
C 0.401 2.222 3.840 -0.15
H 0.952 -7.139 -1.154 0.06
H 1.379 -5.157 0.176 0.10
H -2.722 -3.630 1.236 0.06
C 2.199 5.209 -1.793 -0.09
C -4.623 -4.488 0.848 -0.15
C 5.021 1.183 -4.370 -0.09
C -4.670 -0.892 5.306 -0.17
C 1.177 2.683 -8.383 -0.10
H 3.146 7.106 -2.147 0.09
H -0.801 -2.469 2.524 0.03
N 0.994 -5.437 -2.347 -0.05
O -3.046 1.979 -3.109 -0.26
O -0.820 0.966 0.564 -0.23
C 5.124 -2.586 3.391 -0.10
H 0.386 -1.817 4.621 0.03
C -5.600 1.243 5.911 -0.13
C 2.144 4.890 -4.596 -0.11
P -2.026 1.589 -2.159 0.18
C 3.889 1.981 -4.471 -0.07
H 0.777 -3.577 0.865 0.06
H -7.489 -3.950 2.546 0.10
C -0.192 -1.146 4.046 -0.36
H 1.138 3.355 -1.688 0.08
H -6.497 -5.382 0.703 0.08
H 4.567 -2.961 5.423 0.11
C -5.931 -4.626 1.231 -0.17
H -0.292 -4.975 1.014 0.09
H -0.625 -0.334 4.599 0.05
H -6.243 1.861 6.482 0.07
H 1.830 2.315 -9.197 0.10
N -0.152 -4.045 -0.916 -0.05
H 3.496 -0.500 1.186 0.09
C 0.313 -6.669 -1.865 -0.06
C 2.403 1.507 4.964 -0.10
H 3.920 3.074 -4.574 0.10
As 1.133 -0.171 2.753 1.35
H 3.096 2.678 6.621 0.12
As -3.082 -1.296 2.968 1.27
H -5.020 2.886 4.771 0.09
C 2.745 6.201 -2.620 -0.10
C -4.763 1.849 4.956 -0.12
H -0.568 -6.397 -1.317 0.07
C 2.478 0.015 -4.229 -0.08
C 3.684 -0.789 -4.136 -0.07
C -4.277 -2.733 2.483 -0.34
H 5.471 -2.082 1.298 0.10
H -1.995 3.470 -1.147 0.11
H -0.513 1.646 -0.109 0.07
H -0.021 3.967 -9.718 0.11
H 2.459 -1.548 5.205 0.08
H 2.327 1.673 -6.890 0.08
H -3.161 1.646 3.577 0.09
C -3.765 -3.617 1.499 -0.15
C 4.255 -2.427 4.491 -0.10
C 0.494 -4.490 0.373 -0.03
S 0.460 -3.005 -3.241 0.64
H 3.512 -1.839 -4.035 0.07
C -6.422 -3.858 2.271 -0.12
C 1.536 4.113 -2.357 -0.07
C -5.557 -0.132 6.062 -0.13
H -4.299 -4.838 -0.116 0.09
H 1.335 -5.514 -3.291 0.10
P -1.999 -0.053 0.161 0.32
H 3.315 0.866 5.134 0.11
C 3.107 -1.665 4.387 -0.15
P 1.066 2.306 -4.369 1.10
C 3.716 -1.069 2.099 -0.13
C -3.920 -0.307 4.276 -0.40
C -3.875 1.117 4.194 -0.11
C -0.500 3.483 -6.321 -0.08
C 1.483 1.346 3.940 -0.40
C 1.237 3.469 5.736 -0.11
H 0.023 -7.310 -2.679 0.08
H -1.618 -2.785 4.117 0.08
H -6.088 -2.354 3.775 0.09
C 2.815 -1.057 3.185 -0.44
O -1.425 -1.365 -0.330 -0.39
C 4.937 -0.213 -4.152 -0.09
H 1.947 4.963 -5.671 0.11
H 1.483 -0.381 -4.113 0.05
H 2.920 6.968 -4.643 0.10
C 2.262 2.590 5.844 -0.12
C 2.618 1.374 -4.425 -0.39
C -5.596 -2.930 2.962 -0.12
H 1.131 4.321 6.380 0.10
Li -0.633 -1.018 -1.994 0.52
H -1.527 4.598 -7.794 0.09
C 0.387 -4.240 -2.135 -0.92
C 1.668 3.867 -3.770 -0.38
H -4.691 -1.995 5.497 0.10
H 5.906 -0.749 -4.150 0.11
H -0.369 1.977 3.048 0.10
C 4.857 -1.882 2.196 -0.09
H -6.353 -0.634 6.681 0.11
C -1.250 -1.983 3.389 -0.38
O -2.821 0.826 -0.937 -0.27
O -0.837 0.705 -2.476 -0.46
H 6.018 -3.157 3.576 0.09
C 2.658 6.079 -4.038 -0.08
O -1.259 2.830 -1.354 -0.20
H 2.166 5.393 -0.731 0.09



[5]
14
Properties=species:S:1:pos:R:3:nbo_charge:R:1 method="wB97M-V/def2-TZVPD" de_lowest_kcal_mol=51.6 multiplicity=1 max_force_ev_per_a=3.78 smiles="CO/C=C/C=C/Cl"
H 2.660 -1.169 -0.961 0.19
H 0.285 2.162 -0.687 0.23
C -0.292 1.247 -0.465 -0.31
H -1.600 0.267 1.481 0.22
H 3.171 -1.054 0.842 0.20
C -1.749 1.130 -0.486 -0.25
O 1.575 0.165 0.281 -0.52
Cl -3.558 -0.621 0.397 -0.02
H -2.401 1.260 -1.338 0.22
C 0.253 0.126 -0.044 0.15
C -2.112 0.311 0.509 -0.23
H 1.640 -1.848 0.471 0.18
H -0.201 -0.903 -0.054 0.19
C 2.330 -1.071 0.055 -0.26



[6]
9
Properties=species:S:1:pos:R:3:nbo_charge:R:1 method="wB97M-V/def2-TZVPD" de_lowest_kcal_mol=49.9 multiplicity=1 max_force_ev_per_a=4.23
C 0.136 0.239 -1.617 0.14
O -1.438 -0.028 1.647 -0.66
H -0.618 -1.635 0.966 0.13
O 1.362 0.327 -1.270 -0.66
H -1.330 0.931 1.549 0.50
H 1.605 0.169 -0.382 0.54
O 0.722 -0.060 1.146 -0.65
C -0.349 -0.601 1.217 0.69
Cl -0.088 0.658 -3.255 -0.02



[7]
16
Properties=species:S:1:pos:R:3:nbo_charge:R:1 method="wB97M-V/def2-TZVPD" de_lowest_kcal_mol=69.6 multiplicity=1 max_force_ev_per_a=2.87 smiles="O=C(N1CC1)N1CC1"
H 2.852 -0.252 -1.528 0.20
H -3.039 0.668 -1.014 0.21
H 2.066 0.199 1.509 0.21
C -2.066 -0.867 0.295 -0.22
N -1.173 -0.196 -0.600 -0.44
H -1.706 -1.047 1.244 0.20
O 0.047 1.511 0.393 -0.59
H -2.332 1.415 0.502 0.23
H 2.234 1.306 -0.670 0.21
C 2.164 -0.402 0.639 -0.25
C 2.246 0.222 -0.689 -0.24
H -2.620 -1.699 -0.184 0.21
N 1.039 -0.450 -0.366 -0.48
C -2.397 0.510 -0.181 -0.27
C -0.024 0.424 -0.128 0.80
H 2.709 -1.342 0.779 0.21



[8]
20
Properties=species:S:1:pos:R:3:nbo_charge:R:1 method="wB97M-V/def2-TZVPD" charge=+1 de_lowest_kcal_mol=52.8 multiplicity=2 max_force_ev_per_a=6.16
C -0.318 -0.465 -1.165 -0.35
H 0.320 0.132 0.781 0.25
C 0.141 -1.848 2.263 -0.62
H 1.163 -2.180 2.078 0.24
H 0.419 -0.932 2.831 0.24
H -2.412 0.336 -1.590 0.30
O 2.721 5.130 -0.586 -0.93
H 0.476 0.224 -1.426 0.32
C -1.511 -0.085 -1.985 -0.57
H 3.564 4.693 -0.958 0.47
C -0.530 -0.408 0.406 -0.31
C -0.666 -1.800 1.001 -0.38
H -1.471 0.199 0.530 0.24
H -1.682 -0.569 -3.006 0.27
H -0.026 -2.374 0.238 0.25
H -0.199 -1.452 -1.463 0.25
H -0.167 -2.628 2.999 0.28
H -1.545 -2.226 1.150 0.24
H 3.003 5.251 0.298 0.46
H -1.283 1.002 -2.399 0.36